# 1
{"formula": "C40H66BN8OP2Ti", "method": "ωB97M-V/def2-TZVPD", "elements": ["Ti", "C", "C", "C", "C", "P", "C", "N", "B", "N", "C", "P", "C", "C", "C", "C", "C", "C", "C", "C", "C", "C", "C", "C", "C", "C", "C", "C", "C", "C", "H", "H", "H", "H", "H", "H", "H", "H", "H", "H", "H", "H", "H", "H", "H", "H", "H", "H", "H", "H", "H", "H", "H", "H", "H", "H", "H", "H", "H", "H", "H", "H", "H", "H", "H", "H", "H", "H", "H", "H", "H", "H", "H", "H", "N", "C", "C", "C", "C", "C", "N", "C", "C", "C", "C", "C", "N", "H", "H", "H", "H", "H", "H", "H", "H", "H", "N", "C", "N", "O", "H", "H", "H", "H", "C", "C", "C", "C", "C", "N", "H", "H", "H", "H", "H", "H", "H", "H", "H"], "positions_angstrom": [[-1.413, -0.149, 0.473], [-0.116, 2.303, -4.337], [0.730, 2.466, -3.072], [1.601, 3.714, -3.223], [-0.203, 2.708, -1.872], [1.759, 0.981, -2.517], [0.581, -0.397, -3.009], [0.513, -1.435, -2.020], [0.126, -1.229, -0.636], [0.610, -2.449, 0.015], [0.785, -2.686, 1.426], [0.759, -1.050, 2.312], [2.535, -0.437, 2.084], [2.545, 1.058, 2.430], [2.945, -0.566, 0.612], [3.584, -1.168, 2.920], [0.498, -1.622, 4.099], [-0.986, -2.003, 4.187], [0.718, -0.433, 5.040], [1.304, -2.833, 4.580], [1.141, -3.319, -0.929], [1.654, -4.595, -0.785], [2.078, -5.270, -1.926], [1.975, -4.679, -3.177], [1.467, -3.390, -3.321], [1.072, -2.700, -2.189], [3.241, 0.718, -3.646], [3.741, -0.695, -3.326], [2.996, 0.838, -5.148], [4.356, 1.682, -3.219], [0.484, 2.069, -5.212], [-0.642, 3.240, -4.540], [-0.875, 1.527, -4.232], [0.956, 4.596, -3.246], [2.291, 3.828, -2.386], [2.173, 3.706, -4.148], [-0.765, 1.808, -1.600], [0.372, 3.005, -0.993], [-0.917, 3.502, -2.107], [-0.407, 0.063, -3.087], [0.825, -0.808, -3.990], [0.000, -3.331, 1.844], [1.738, -3.201, 1.597], [1.864, 1.607, 1.779], [2.267, 1.245, 3.465], [3.549, 1.459, 2.281], [2.248, -0.062, -0.062], [3.919, -0.084, 0.495], [3.049, -1.603, 0.297], [3.492, -0.973, 3.985], [3.561, -2.244, 2.756], [4.572, -0.816, 2.613], [-1.618, -1.239, 3.739], [-1.183, -2.956, 3.693], [-1.262, -2.123, 5.238], [0.120, 0.430, 4.730], [0.413, -0.705, 6.053], [1.759, -0.124, 5.082], [1.294, -3.648, 3.858], [2.337, -2.590, 4.807], [0.852, -3.211, 5.500], [1.708, -5.069, 0.187], [2.479, -6.269, -1.836], [2.290, -5.224, -4.054], [1.388, -2.952, -4.308], [3.069, -1.469, -3.692], [4.711, -0.850, -3.802], [3.867, -0.842, -2.252], [2.153, 0.228, -5.478], [2.813, 1.869, -5.448], [3.880, 0.493, -5.690], [4.579, 1.568, -2.158], [5.262, 1.445, -3.780], [4.119, 2.724, -3.407], [-2.725, -0.776, -2.260], [-2.903, -1.874, -1.406], [-3.448, -3.040, -1.924], [-3.594, -4.141, -1.102], [-3.215, -4.027, 0.232], [-2.674, -2.840, 0.668], [-2.493, -1.761, -0.130], [-2.951, 0.555, -1.958], [-3.306, 1.437, -2.986], [-3.627, 2.735, -2.665], [-3.616, 3.131, -1.324], [-3.221, 2.215, -0.384], [-2.842, 0.948, -0.681], [-2.839, -1.002, -3.239], [-3.747, -3.077, -2.963], [-4.004, -5.062, -1.489], [-3.318, -4.854, 0.917], [-2.354, -2.715, 1.696], [-3.357, 1.082, -4.006], [-3.902, 3.431, -3.443], [-3.897, 4.129, -1.026], [-3.185, 2.468, 0.668], [-4.945, -0.398, 1.385], [-4.057, -0.457, 2.397], [-4.483, -0.958, 3.577], [-2.895, -0.055, 2.265], [-5.870, -0.781, 1.457], [-4.597, -0.111, 0.481], [-5.423, -1.271, 3.732], [-3.826, -0.999, 4.335], [0.466, 3.945, 3.432], [-0.925, 3.641, 2.860], [-1.879, 3.195, 3.975], [-1.482, 4.866, 2.125], [-0.796, 2.529, 1.909], [-0.668, 1.628, 1.199], [0.373, 4.723, 4.187], [1.143, 4.294, 2.654], [0.901, 3.061, 3.896], [-1.960, 3.995, 4.709], [-1.509, 2.298, 4.474], [-2.872, 2.979, 3.579], [-1.497, 5.711, 2.812], [-2.501, 4.693, 1.779], [-0.862, 5.129, 1.269]], "total_charge": 1, "multiplicity": 3, "homo_energy_ev": [-7.6, -8.9], "e_above_lowest_kcal_mol": 32.0}

=====

# 2
{"formula": "C3H4ClN3O", "method": "ωB97M-V/def2-TZVPD", "elements": ["H", "N", "C", "O", "C", "C", "Cl", "N", "N", "H", "H", "H"], "positions_angstrom": [[2.325, 1.128, -0.090], [2.346, 0.115, -0.039], [1.158, -0.317, -0.074], [0.867, -1.655, -0.013], [-0.507, -1.801, 0.040], [-1.087, -0.606, -0.032], [-2.724, -0.155, -0.050], [-0.060, 0.348, -0.174], [-0.137, 1.712, 0.063], [-0.940, -2.796, 0.081], [-0.543, 1.877, 0.974], [-0.698, 2.150, -0.685]], "multiplicity": 1, "homo_energy_ev": -8.3, "e_above_lowest_kcal_mol": 47.5}